A structure of composition C38H33Cl2N4O2PSSe2W, computed with ωB97M-V/def2-TZVPD.

The geometry in XYZ format:
```
84
Properties=species:S:1:pos:R:3:mulliken_charge:R:1
W 0.5473 0.1800 0.2165 1.463
N -0.3245 0.6952 -3.9228 -0.215
C 0.2291 0.1443 -2.8637 0.365
O 0.2504 0.7886 -1.7856 -0.439
C 0.8441 -1.2254 -3.0042 -1.677
C 1.4165 -1.7844 -1.7022 1.243
H -0.7540 1.6066 -3.8322 0.205
H -0.3697 0.2182 -4.8073 0.250
H 1.6404 -1.1634 -3.7494 0.656
H 0.0929 -1.9090 -3.4103 0.584
H 2.2045 -1.0960 -1.3487 0.247
H -0.5758 -2.0248 -1.0491 -0.395
Cl -2.6461 -2.6885 -1.8626 -0.253
C -4.1898 -1.9817 -1.4357 0.931
C -5.2303 -2.8807 -1.2962 -0.784
C -6.5072 -2.3975 -1.0592 -0.478
C -6.7380 -1.0355 -0.9987 -0.662
C -5.6787 -0.1531 -1.1434 0.552
Cl -6.0356 1.5404 -1.1074 -0.123
C -4.3601 -0.5954 -1.3217 -0.770
S -3.0240 0.5527 -1.4978 -0.033
H -5.0401 -3.9406 -1.3853 0.472
H -7.3301 -3.0894 -0.9413 0.408
H -7.7341 -0.6439 -0.8470 0.480
O 3.2161 -0.6426 0.8370 -0.397
N 2.5643 0.5733 1.0090 0.379
C 3.2670 1.4822 1.5819 -0.314
C 3.0525 2.9134 1.6644 0.172
C 4.1157 3.6288 2.2276 -0.908
C 4.1383 5.0118 2.1868 -0.879
C 3.1171 5.6915 1.5431 -0.812
C 2.0530 4.9935 0.9876 -0.923
C 1.9861 3.6080 1.0688 1.283
P 0.4758 2.7471 0.5724 -0.156
C -0.0789 3.6527 -0.8999 1.112
C 0.8477 3.7831 -1.9361 -0.348
C 0.4899 4.3934 -3.1261 -0.791
C -0.8051 4.8701 -3.3002 -0.633
C -1.7319 4.7436 -2.2764 -0.822
C -1.3706 4.1430 -1.0765 -0.659
C -0.6970 3.0106 1.9275 0.384
C -1.1419 1.8395 2.4898 -0.310
C -2.6202 2.8653 4.3914 -1.447
C -2.8779 4.2382 3.8828 -0.730
C -2.1637 4.8717 2.9200 -0.580
C -1.1243 4.3467 2.1273 -0.246
H 4.0349 -0.6532 1.3532 0.387
H 4.2349 1.1639 1.9660 0.334
H 4.9428 3.0944 2.6797 0.426
H 4.9631 5.5532 2.6301 0.434
H 3.1390 6.7714 1.4740 0.450
H 1.2696 5.5423 0.4813 0.363
H 1.8606 3.4142 -1.8132 0.429
H 1.2233 4.5110 -3.9144 0.464
H -1.0850 5.3527 -4.2280 0.436
H -2.7379 5.1227 -2.4011 0.506
H -2.1054 4.0774 -0.2837 0.186
H -2.2243 0.8638 4.0141 0.175
H -3.4679 2.5469 5.0011 0.547
H -3.6442 4.8097 4.3935 0.417
H -2.3890 5.9184 2.7464 0.445
H -0.6193 5.0875 1.5189 0.300
Se -1.1158 -2.5685 1.5781 -0.034
Se -0.8872 -0.9864 3.2213 0.005
C -0.7399 0.5068 1.8945 -0.051
C -2.3485 1.7464 3.3802 0.819
C -3.5482 1.3942 2.5306 -1.218
C -3.6302 1.0417 1.2491 -0.437
C -2.5351 1.0531 0.2034 2.871
N -1.3345 0.3288 0.6198 0.855
C 0.5603 -1.9625 0.7097 0.442
C 1.6499 -2.8335 1.1781 -1.055
C 2.3982 -3.7114 0.5005 -0.638
C 2.4358 -3.9472 -0.9330 -0.586
C 2.0339 -3.1326 -1.9109 -1.315
N 0.3343 -1.7364 -0.6990 0.610
H -1.7707 2.9092 5.0838 0.441
H -4.4801 1.3654 3.0917 0.463
H -4.6133 0.7751 0.8940 0.125
H -2.2615 2.0938 0.0305 -1.827
H 1.7514 -2.7983 2.2575 0.474
H 3.0527 -4.3475 1.0852 0.464
H 2.8935 -4.8819 -1.2383 0.458
H 2.1809 -3.4358 -2.9419 0.433
```

Computed properties:
- energy relative to the best compared isomer or geometry (same formula, charge and spin) (kcal per mole) = 101.8
- total charge = +2
- gap between HOMO and LUMO (alpha / beta) (eV) = 5.80 / 6.14
- 2S+1 = 3
- lowest unoccupied orbital energy (alpha / beta) (eV) = -6.14 / -6.41

=====

A structure of composition C30H41F8GeN4SbZr, computed with ωB97M-V/def2-TZVPD.

The geometry in XYZ format:
```
86
Properties=species:S:1:pos:R:3:mulliken_charge:R:1
Zr 1.3279 -0.3136 -0.1426 -0.174
N 3.4622 -0.4641 0.8226 -0.330
C 4.3293 -1.5042 0.2285 -0.845
C 3.5494 -2.8043 0.2508 -1.271
N 2.2157 -2.6509 -0.4032 1.392
C 2.3714 -2.9393 -1.8550 -1.122
C 1.1106 -2.6317 -2.6392 -1.142
N 0.6103 -1.2757 -2.3006 -0.176
C 1.2718 -3.6261 0.2053 -1.186
C 0.7237 -3.1129 1.5195 -0.648
N 0.0617 -1.8064 1.2886 -0.479
H 3.3424 -0.6593 1.8186 -0.004
H 3.9063 0.4554 0.8071 0.362
H 4.5913 -1.1960 -0.7845 0.470
H 5.2602 -1.6038 0.7956 0.536
H 4.1093 -3.6063 -0.2435 0.336
H 3.3915 -3.1231 1.2828 0.542
H 3.2024 -2.3349 -2.2217 0.574
H 2.6548 -3.9911 -1.9934 0.497
H 1.3107 -2.7210 -3.7101 0.559
H 0.3129 -3.3435 -2.4211 0.428
H 1.0165 -0.6021 -2.9475 0.319
H -0.3863 -1.2357 -2.5002 0.013
H 0.4442 -3.7859 -0.4854 0.410
H 1.7682 -4.5944 0.3310 0.342
H 0.0267 -3.8370 1.9524 0.563
H 1.5136 -2.9536 2.2579 0.351
H -0.8927 -1.9516 0.9609 -0.074
H -0.0338 -1.3104 2.1725 0.275
C 0.6943 2.2436 4.4784 -1.326
Ge 1.7613 1.0973 3.3291 0.496
C 1.8625 -0.6944 4.1419 -1.393
C 3.5800 1.8048 3.1186 -1.244
C 0.8011 0.9655 1.5937 -0.180
H 1.1212 2.2927 5.4779 0.414
H -0.3254 1.8696 4.5590 0.364
H 0.6560 3.2542 4.0770 0.390
H 2.3334 -0.6205 5.1204 0.524
H 2.4509 -1.4295 3.5848 0.410
H 0.8719 -1.1175 4.3094 0.410
H 3.7712 2.5190 3.9183 0.458
H 3.7129 2.3390 2.1790 0.353
H 4.3483 1.0356 3.2066 0.394
H 0.7502 2.0052 1.2442 0.648
H -0.2245 0.7639 1.9380 0.324
F -2.9094 3.3101 -6.2664 -0.309
C -2.6024 2.7613 -5.0928 0.230
C -3.0185 1.4694 -4.8336 -0.846
C -2.7015 0.9132 -3.6046 -0.340
C -1.9756 1.6342 -2.6568 1.060
C -1.5626 2.9317 -2.9601 -0.587
C -1.8804 3.5075 -4.1764 -0.816
Sb -1.5203 0.7379 -0.8150 1.116
C -2.2793 1.9825 0.6797 0.612
C -3.1200 1.4856 1.6722 -0.448
C -3.5275 2.2907 2.7245 -0.808
C -3.0791 3.5978 2.7621 0.279
F -3.4643 4.3809 3.7698 -0.325
C -2.2445 4.1256 1.7910 -0.853
C -1.8419 3.3035 0.7543 -0.421
C -2.9094 -0.8551 -0.8332 0.291
C -2.5240 -2.1930 -0.8134 -0.058
C -3.4503 -3.2265 -0.8449 -0.718
C -4.7904 -2.8925 -0.9019 0.013
F -5.6933 -3.8671 -0.9265 -0.311
C -5.2222 -1.5772 -0.9411 -0.780
C -4.2763 -0.5692 -0.9089 -0.275
H -3.5836 0.9295 -5.5776 0.493
H -3.0469 -0.0920 -3.3971 0.365
H -0.9939 3.5193 -2.2534 0.186
H -1.5833 4.5143 -4.4271 0.504
H -3.4750 0.4633 1.6423 0.423
H -4.1847 1.9274 3.4998 0.499
H -1.9287 5.1551 1.8611 0.515
H -1.1758 3.7175 0.0039 0.224
H -1.4731 -2.4633 -0.7914 -0.253
H -3.1606 -4.2662 -0.8338 0.538
H -6.2789 -1.3666 -0.9982 0.500
H -4.6184 0.4572 -0.9459 0.538
F 2.8999 2.1895 -0.2917 -0.286
C 1.9102 1.7257 -1.1591 0.649
F 1.1121 2.7818 -1.4244 -0.100
C 2.6805 1.3640 -2.4324 0.599
F 3.7380 2.0743 -2.7247 -0.256
F 3.1277 0.0488 -2.1546 -0.146
F 1.8904 1.2642 -3.4963 -0.256
```

Computed properties:
- energy relative to the best compared isomer or geometry (same formula, charge and spin) (kcal per mole) = 5.3
- total charge = +2
- gap between HOMO and LUMO (eV) = 7.41
- 2S+1 = 1
- lowest unoccupied orbital energy (eV) = -6.32

=====

A structure of composition C4H11N3 at a distorted geometry, computed with ωB97M-V/def2-TZVPD.

The geometry in XYZ format:
```
18
Properties=species:S:1:pos:R:3:mulliken_charge:R:1
C 2.2079 0.5026 0.4379 -0.352
C 0.6651 -0.2740 -0.5288 -0.322
C 3.4197 0.4522 -0.3842 -0.970
C -2.6863 -1.0145 -0.1568 -0.882
N -2.1770 1.1928 0.3467 -0.510
N -0.4515 -0.3372 0.1991 -0.037
N -1.7157 -0.0037 -0.3289 -0.139
H 2.2905 -0.0226 1.3103 0.184
H 0.4550 -0.0958 -1.5377 0.350
H 4.2040 0.3797 0.3047 0.396
H 3.5480 -0.4388 -0.8966 0.319
H 3.3673 1.2739 -1.1463 0.233
H -3.5153 -0.8647 -0.6688 0.372
H -2.3865 -2.0404 -0.3215 0.333
H -2.9106 -1.1855 0.9975 0.269
H -2.4408 1.2099 1.2581 0.205
H -1.5919 1.9237 0.0100 0.244
H -0.2818 -0.6576 1.1053 0.309
```

Computed properties:
- energy relative to the best compared isomer or geometry (same formula, charge and spin) (kcal per mole) = 203.3
- total charge = 0
- gap between HOMO and LUMO (alpha / beta) (eV) = 7.21 / 7.85
- 2S+1 = 1
- lowest unoccupied orbital energy (alpha / beta) (eV) = 0.59 / 0.75

=====

A structure of composition C7H14NO13Tl at a distorted geometry, computed with ωB97M-V/def2-TZVPD.

The geometry in XYZ format:
```
36
Properties=species:S:1:pos:R:3:mulliken_charge:R:1
Tl -0.9579 20.7300 -16.4123 1.052
N -1.6383 21.1494 -20.3939 0.968
O -2.4721 21.9950 -20.3736 -0.485
O -1.3597 20.4565 -21.4348 -0.488
O -1.0676 20.7768 -19.3605 -0.338
O 0.7566 18.8312 -15.3904 -0.617
H 1.5953 18.4045 -15.1276 0.213
O -5.3120 19.7181 -17.3783 -0.376
C -4.8713 20.8783 -17.7382 0.752
O -5.7066 21.5204 -18.3541 -0.549
O -3.6864 21.3284 -17.4280 -0.421
H -6.0932 19.7330 -17.9359 0.298
C 3.4006 18.2945 -16.9701 -0.427
O 3.4563 19.0653 -18.1799 -0.331
C 2.4364 19.8397 -18.6104 0.705
O 1.3332 19.9783 -18.0649 -0.485
O 2.8776 20.3141 -19.7775 -0.311
C 2.1061 21.3742 -20.2265 -0.604
H 4.3529 17.9701 -16.5505 0.279
H 2.8693 17.3930 -17.2753 0.326
H 2.7536 18.9043 -16.3395 0.038
H 1.6405 21.9917 -19.4584 0.315
H 1.3651 20.8996 -20.8697 0.233
H 2.7526 22.0116 -20.8297 0.264
C -1.4725 17.1026 -13.6894 -0.543
O -2.6142 17.7613 -13.1338 -0.350
C -3.2325 18.6761 -13.8511 0.719
O -2.8990 18.9940 -14.9600 -0.520
O -4.3042 19.1683 -13.1206 -0.339
C -5.0336 20.2242 -13.6922 -0.607
H -1.4753 16.8479 -14.7492 0.286
H -1.2808 16.1429 -13.2094 0.295
H -0.6636 17.8320 -13.6479 0.210
H -5.8116 19.7110 -14.2574 0.277
H -4.4483 21.0032 -14.1808 0.262
H -5.7146 20.7741 -13.0426 0.300
```

Computed properties:
- energy relative to the best compared isomer or geometry (same formula, charge and spin) (kcal per mole) = 7.5
- total charge = 0
- gap between HOMO and LUMO (eV) = 2.93
- 2S+1 = 1
- lowest unoccupied orbital energy (eV) = -6.20

=====

The molecule C2H3NO2S at a distorted geometry, computed with ωB97M-V/def2-TZVPD.

The geometry in XYZ format:
```
9
Properties=species:S:1:pos:R:3:mulliken_charge:R:1
C 0.7649 -0.1092 -1.1837 -0.353
C -0.4331 0.4271 -1.0222 -0.294
S -1.1947 0.9469 0.5229 -0.003
N -0.2633 -0.2112 1.7388 0.873
O 0.7955 -0.6905 1.4851 -0.499
O -0.8966 -0.2023 2.7406 -0.545
H 0.9186 -0.5157 -2.2076 0.228
H 1.6130 -0.0933 -0.4182 0.285
H -1.3043 0.4482 -1.6557 0.308
```

Computed properties:
- energy relative to the best compared isomer or geometry (same formula, charge and spin) (kcal per mole) = 118.3
- total charge = 0
- gap between HOMO and LUMO (eV) = 9.26
- 2S+1 = 1
- lowest unoccupied orbital energy (eV) = -0.28

=====

The ion C2H2N3O4 with charge -1 at a distorted geometry, computed with ωB97M-V/def2-TZVPD.

The geometry in XYZ format:
```
11
Properties=species:S:1:pos:R:3:mulliken_charge:R:1
C 3.6982 0.1685 0.1320 0.106
C -0.8675 0.1383 0.2952 0.653
N -3.1912 -0.4492 0.3809 -0.417
N 0.2630 -0.5725 0.3307 -0.485
N 2.5270 -0.5547 0.0556 -0.420
O -1.0651 1.3827 0.2293 -0.654
O 4.7994 -0.3879 0.0904 -0.548
O -1.8602 -0.7953 0.2294 -0.075
O 1.4284 0.1707 0.2761 0.311
H 3.4795 1.2798 0.2099 0.300
H -3.6623 -1.3804 0.6917 0.231
```

Computed properties:
- energy relative to the best compared isomer or geometry (same formula, charge and spin) (kcal per mole) = 119.1
- total charge = -1
- gap between HOMO and LUMO (alpha / beta) (eV) = 7.37 / 7.43
- 2S+1 = 1
- lowest unoccupied orbital energy (alpha / beta) (eV) = 3.00 / 2.66

=====

> The highest energy relative to the best compared isomer or geometry (same formula, charge and spin) belongs to which entry?

C4H11N3

=====

> What is the formula in the first record?

C38H33Cl2N4O2PSSe2W

=====

What did the third record say?
A structure of composition C4H11N3 at a distorted geometry, computed with ωB97M-V/def2-TZVPD.

The geometry in XYZ format:
```
18
Properties=species:S:1:pos:R:3:mulliken_charge:R:1
C 2.2079 0.5026 0.4379 -0.352
C 0.6651 -0.2740 -0.5288 -0.322
C 3.4197 0.4522 -0.3842 -0.970
C -2.6863 -1.0145 -0.1568 -0.882
N -2.1770 1.1928 0.3467 -0.510
N -0.4515 -0.3372 0.1991 -0.037
N -1.7157 -0.0037 -0.3289 -0.139
H 2.2905 -0.0226 1.3103 0.184
H 0.4550 -0.0958 -1.5377 0.350
H 4.2040 0.3797 0.3047 0.396
H 3.5480 -0.4388 -0.8966 0.319
H 3.3673 1.2739 -1.1463 0.233
H -3.5153 -0.8647 -0.6688 0.372
H -2.3865 -2.0404 -0.3215 0.333
H -2.9106 -1.1855 0.9975 0.269
H -2.4408 1.2099 1.2581 0.205
H -1.5919 1.9237 0.0100 0.244
H -0.2818 -0.6576 1.1053 0.309
```

Computed properties:
- energy relative to the best compared isomer or geometry (same formula, charge and spin) (kcal per mole) = 203.3
- total charge = 0
- gap between HOMO and LUMO (alpha / beta) (eV) = 7.21 / 7.85
- 2S+1 = 1
- lowest unoccupied orbital energy (alpha / beta) (eV) = 0.59 / 0.75

=====

> What is the energy relative to the best compared isomer or geometry (same formula, charge and spin) in the second record?

5.3 kcal per mole